Record 1
{
  "formula": "C46H27Cl4N4O2Pt",
  "method": "ωB97M-V/def2-TZVPD",
  "species": ["Pt", "Cl", "C", "C", "C", "C", "C", "C", "C", "C", "C", "C", "C", "C", "C", "C", "C", "C", "Cl", "C", "C", "C", "N", "C", "C", "C", "C", "C", "C", "Cl", "C", "C", "C", "C", "C", "C", "N", "C", "C", "C", "C", "C", "N", "C", "C", "C", "C", "Cl", "C", "C", "C", "C", "N", "H", "H", "H", "H", "H", "H", "H", "H", "H", "H", "H", "H", "H", "H", "H", "H", "H", "H", "H", "H", "H", "H", "H", "H", "C", "C", "O", "O", "H", "H", "H"],
  "xyz": [[-0.16, 0.80, -0.07], [5.24, -2.29, -6.84], [4.27, -1.40, -5.70], [3.67, -2.08, -4.66], [2.89, -1.37, -3.76], [2.71, 0.01, -3.89], [3.33, 0.66, -4.94], [4.11, -0.04, -5.85], [1.84, 0.64, -2.85], [0.47, 0.55, -3.05], [-0.14, 0.21, -4.31], [-1.46, 0.06, -4.09], [-1.68, 0.32, -2.68], [-2.90, 0.13, -2.05], [-3.89, -0.75, -2.74], [-3.71, -2.12, -2.52], [-4.54, -3.06, -3.12], [-5.56, -2.62, -3.94], [-6.60, -3.79, -4.70], [-5.77, -1.28, -4.16], [-4.93, -0.35, -3.56], [-3.11, 0.31, -0.67], [-2.13, 0.47, 0.26], [-2.73, 0.31, 1.48], [-2.07, 0.16, 2.71], [-2.77, -0.70, 3.71], [-3.38, -0.26, 4.88], [-3.97, -1.16, 5.75], [-3.95, -2.51, 5.45], [-4.65, -3.65, 6.56], [-3.37, -2.98, 4.28], [-2.79, -2.06, 3.42], [-0.72, 0.42, 2.90], [-0.05, 0.29, 4.17], [1.26, 0.49, 3.94], [1.41, 0.73, 2.53], [0.19, 0.70, 1.93], [2.63, 0.87, 1.90], [2.80, 1.07, 0.52], [4.07, 1.21, -0.12], [3.85, 1.13, -1.46], [2.44, 0.95, -1.63], [1.82, 0.96, -0.42], [3.85, 0.47, 2.66], [4.12, -0.89, 2.74], [5.25, -1.36, 3.39], [6.11, -0.45, 3.97], [7.53, -1.03, 4.81], [5.87, 0.91, 3.91], [4.74, 1.37, 3.25], [-4.14, 0.15, 1.31], [-4.37, 0.15, -0.03], [-0.50, 0.65, -2.09], [3.79, -3.15, -4.55], [2.41, -1.88, -2.93], [3.20, 1.73, -5.07], [4.59, 0.47, -6.68], [0.39, 0.09, -5.24], [-2.24, -0.19, -4.79], [-2.90, -2.45, -1.88], [-4.38, -4.12, -2.95], [-6.58, -0.96, -4.80], [-5.09, 0.71, -3.75], [-3.39, 0.79, 5.12], [-4.44, -0.83, 6.66], [-3.35, -4.03, 4.06], [-2.33, -2.41, 2.50], [-0.55, 0.10, 5.11], [2.07, 0.49, 4.65], [5.01, 1.35, 0.40], [4.57, 1.19, -2.26], [3.44, -1.59, 2.27], [5.45, -2.42, 3.44], [6.56, 1.60, 4.38], [4.54, 2.43, 3.19], [-4.84, 0.05, 2.12], [-5.32, 0.06, -0.54], [-0.26, 5.52, 0.67], [0.01, 4.00, 0.80], [0.67, 3.62, 1.78], [-0.49, 3.30, -0.14], [0.17, 6.02, 1.54], [-1.33, 5.71, 0.62], [0.21, 5.90, -0.24]],
  "homo_lumo_gap_ev": 5.21,
  "e_homo_ev": -4.02,
  "charge": -1
}



Record 2
{
  "formula": "C19H17F4",
  "method": "ωB97M-V/def2-TZVPD",
  "species": ["C", "C", "H", "C", "C", "C", "C", "H", "H", "H", "H", "H", "H", "H", "H", "H", "F", "C", "C", "C", "F", "C", "C", "C", "C", "C", "C", "F", "C", "C", "F", "C", "C", "H", "H", "H", "H", "H", "H", "H"],
  "xyz": [[0.46, 2.16, 2.39], [0.49, 1.85, 0.89], [-0.12, 0.90, 0.75], [1.90, 1.54, 0.40], [2.46, 0.32, 0.42], [-0.15, 2.95, 0.06], [0.20, 3.19, -1.21], [1.11, 3.01, 2.62], [-0.56, 2.41, 2.71], [0.82, 1.29, 2.95], [2.43, 2.41, -0.01], [3.42, 0.15, -0.07], [2.02, -0.51, 0.99], [-0.97, 3.48, 0.56], [-0.26, 3.99, -1.80], [0.98, 2.60, -1.69], [1.26, -0.18, -3.95], [0.05, -0.19, -3.28], [-1.11, 0.01, -4.03], [-2.30, 0.07, -3.31], [-3.47, 0.27, -4.01], [-2.36, -0.08, -1.94], [-1.18, -0.32, -1.20], [-1.25, -0.49, 0.24], [-0.68, -1.61, 0.92], [-1.13, -1.93, 2.23], [-0.40, -2.79, 3.01], [-0.84, -3.07, 4.28], [0.78, -3.41, 2.57], [1.13, -3.20, 1.23], [2.31, -3.76, 0.79], [0.37, -2.41, 0.37], [0.05, -0.39, -1.90], [-1.09, 0.14, -5.10], [-3.31, -0.07, -1.41], [-2.06, 0.04, 0.76], [-2.03, -1.45, 2.60], [1.40, -4.00, 3.24], [0.63, -2.37, -0.68], [0.99, -0.55, -1.38]],
  "homo_lumo_gap_ev": 6.14,
  "e_homo_ev": -12.79,
  "charge": 1
}



Record 3
{
  "formula": "C27H29N4O3",
  "method": "ωB97M-V/def2-TZVPD",
  "species": ["C", "N", "C", "O", "C", "C", "C", "C", "C", "C", "C", "C", "N", "C", "C", "C", "C", "C", "C", "C", "N", "O", "O", "C", "C", "N", "C", "C", "C", "C", "C", "C", "C", "C", "H", "H", "H", "H", "H", "H", "H", "H", "H", "H", "H", "H", "H", "H", "H", "H", "H", "H", "H", "H", "H", "H", "H", "H", "H", "H", "H", "H", "H"],
  "xyz": [[-3.09, 0.76, 4.12], [-2.84, 1.18, 2.79], [-2.60, 2.49, 2.52], [-2.59, 3.42, 3.33], [-2.29, 2.61, 1.01], [-0.88, 3.15, 0.79], [-0.72, 4.60, 1.25], [0.30, 4.95, 2.14], [0.37, 6.25, 2.66], [-0.55, 7.22, 2.23], [-1.52, 6.89, 1.29], [-1.59, 5.59, 0.78], [-2.52, 1.26, 0.55], [-2.38, 0.95, -0.73], [-2.47, -0.32, -1.22], [-2.01, -0.68, -2.58], [-2.24, -2.24, -2.90], [-1.56, -2.81, -4.01], [-1.74, -4.13, -4.37], [-2.44, -4.97, -3.51], [-2.55, -6.36, -3.79], [-2.99, -7.12, -2.89], [-2.20, -6.79, -4.91], [-2.94, -4.50, -2.32], [-2.94, -3.14, -2.07], [-2.47, 0.51, -3.69], [-1.94, 1.77, -3.86], [-1.80, 2.38, -5.14], [-2.24, 1.67, -6.29], [-2.79, 0.41, -6.08], [-2.97, -0.10, -4.77], [-2.73, 0.28, 1.65], [-1.50, -0.63, 1.81], [-4.03, -0.52, 1.49], [-3.08, 1.62, 4.77], [-4.05, 0.25, 4.18], [-2.32, 0.05, 4.45], [-3.03, 3.31, 0.55], [-0.18, 2.52, 1.37], [-0.61, 3.06, -0.28], [1.00, 4.18, 2.47], [1.14, 6.50, 3.38], [-0.52, 8.22, 2.64], [-2.23, 7.63, 0.93], [-2.35, 5.31, 0.04], [-2.35, 1.74, -1.45], [-2.58, -1.07, -0.47], [-0.98, -0.44, -2.82], [-0.92, -2.18, -4.66], [-1.41, -4.56, -5.31], [-3.41, -5.19, -1.64], [-3.54, -2.75, -1.25], [-1.50, 2.33, -3.03], [-1.35, 3.36, -5.32], [-2.13, 2.08, -7.31], [-3.10, -0.25, -6.92], [-3.39, -1.09, -4.57], [-0.62, -0.02, 2.09], [-1.73, -1.38, 2.58], [-1.26, -1.15, 0.87], [-4.89, 0.16, 1.58], [-4.11, -1.00, 0.51], [-4.05, -1.30, 2.26]],
  "homo_lumo_gap_ev": 6.60,
  "smiles": "CN1C(=O)[C@@H](Cc2ccccc2)N(/C=C/[C@@H](c2ccc([N+](=O)[O-])cc2)[n+]2ccccc2)C1(C)C",
  "e_homo_ev": -10.90,
  "charge": 1
}



Record 4
{
  "formula": "C3H10N2O",
  "method": "ωB97M-V/def2-TZVPD",
  "species": ["N", "C", "O", "H", "H", "H", "C", "N", "C", "H", "H", "H", "H", "H", "H", "H"],
  "xyz": [[1.94, -0.21, -2.82], [1.69, 0.19, -4.11], [2.54, 0.65, -4.83], [1.18, -0.27, -2.16], [2.90, -0.01, -2.59], [0.63, 0.02, -4.38], [-1.74, 0.99, 2.22], [-1.44, -0.25, 1.52], [-0.26, -0.93, 2.03], [-2.69, 1.39, 1.86], [-0.98, 1.73, 1.99], [-1.77, 0.80, 3.31], [-2.19, -0.92, 1.41], [-0.32, -1.15, 3.11], [-0.11, -1.79, 1.40], [0.61, -0.26, 2.04]],
  "homo_lumo_gap_ev": 9.58,
  "smiles": "NC=O.CNC",
  "e_homo_ev": -8.82,
  "charge": 0
}



Record 5
{
  "formula": "CH3O4Si",
  "method": "ωB97M-V/def2-TZVPD",
  "species": ["O", "C", "O", "Si", "O", "O", "H", "H", "H"],
  "xyz": [[0.84, 1.76, 1.58], [1.07, 0.55, 1.28], [1.86, -0.27, 1.84], [0.05, -0.40, -0.08], [-1.59, 0.03, 0.13], [0.20, -0.31, -2.22], [-0.10, -1.75, 0.10], [-1.67, 0.99, -0.12], [-0.66, -0.60, -2.51]],
  "homo_lumo_gap_ev": 8.24,
  "smiles": "O=C([O-])[SiH](O)O",
  "e_homo_ev": -4.51,
  "charge": -1
}



Record 6
{
  "formula": "CH2O2S",
  "method": "ωB97M-V/def2-TZVPD",
  "species": ["C", "O", "O", "S", "H", "H"],
  "xyz": [[-0.32, 0.31, -0.58], [0.95, -1.06, 1.33], [-1.29, 0.02, 0.36], [-0.12, -1.26, 0.39], [-0.30, 0.80, -1.48], [1.08, 1.20, -0.02]],
  "homo_lumo_gap_ev": 9.93,
  "e_homo_ev": -9.87,
  "charge": 0
}



Record 7
{
  "formula": "C17H14BF6N8NaS2Sb",
  "method": "ωB97M-V/def2-TZVPD",
  "species": ["Na", "S", "C", "S", "C", "C", "N", "C", "N", "B", "N", "C", "C", "C", "N", "N", "C", "C", "C", "N", "H", "H", "H", "H", "H", "H", "H", "H", "N", "C", "N", "C", "C", "C", "C", "C", "C", "H", "H", "H", "H", "H", "H", "F", "Sb", "F", "F", "F", "F", "F"],
  "xyz": [[-0.46, 1.89, 0.99], [2.02, 0.29, 2.75], [1.19, -0.75, 3.79], [-0.44, -0.33, 3.61], [1.72, -1.73, 4.61], [3.13, -2.01, 4.62], [4.26, -2.26, 4.63], [0.90, -2.53, 5.46], [0.25, -3.19, 6.16], [-0.98, 2.10, -2.23], [-2.23, 2.55, -1.44], [-3.31, 3.20, -1.92], [-4.24, 3.31, -0.90], [-3.62, 2.69, 0.19], [-2.41, 2.25, -0.14], [-1.26, 0.69, -2.89], [-1.15, 0.37, -4.19], [-1.48, -0.96, -4.34], [-1.79, -1.37, -3.02], [-1.65, -0.37, -2.16], [-0.77, 2.87, -3.15], [-0.04, 2.01, -1.46], [-3.34, 3.54, -2.95], [-5.21, 3.78, -0.94], [-3.97, 2.58, 1.21], [-0.85, 1.11, -4.92], [-1.52, -1.54, -5.25], [-2.10, -2.34, -2.67], [1.58, -2.25, -2.51], [1.46, -1.01, -1.94], [1.87, -0.97, -0.71], [2.29, -2.27, -0.42], [2.83, -2.80, 0.74], [3.17, -4.14, 0.75], [2.98, -4.95, -0.38], [2.45, -4.44, -1.55], [2.11, -3.09, -1.55], [1.24, -2.50, -3.42], [1.05, -0.17, -2.49], [2.97, -2.18, 1.62], [3.59, -4.57, 1.65], [3.26, -6.00, -0.34], [2.30, -5.06, -2.43], [0.56, 3.34, 2.00], [-0.84, 4.37, 2.80], [-1.85, 2.77, 2.93], [-0.14, 4.06, 4.52], [-2.31, 5.33, 3.52], [0.23, 5.93, 2.71], [-1.43, 4.76, 1.05]],
  "spin_multiplicity": 2,
  "homo_lumo_gap_ev": [7.16, 6.63],
  "s2": 0.756,
  "e_homo_ev": [-3.19, -3.19],
  "charge": -2
}



Record 8
{
  "formula": "C35H33ClIrN2O3PSi",
  "method": "ωB97M-V/def2-TZVPD",
  "species": ["Ir", "C", "C", "C", "C", "C", "C", "N", "N", "Si", "C", "C", "C", "H", "H", "H", "H", "H", "H", "H", "H", "H", "H", "H", "H", "H", "H", "H", "O", "C", "C", "C", "C", "C", "C", "C", "P", "C", "C", "C", "C", "C", "C", "C", "C", "C", "C", "C", "C", "H", "H", "H", "H", "H", "H", "H", "H", "H", "H", "H", "H", "H", "H", "Cl", "C", "C", "C", "C", "C", "C", "C", "O", "O", "H", "H", "H", "H"],
  "xyz": [[-0.35, -0.43, -0.81], [2.98, -2.06, -0.45], [2.89, -0.58, -0.63], [4.01, 0.24, -0.70], [3.84, 1.61, -0.89], [2.58, 2.17, -1.00], [1.49, 1.31, -0.92], [1.69, -0.03, -0.74], [0.14, 1.53, -0.97], [-0.64, 3.06, -1.39], [-2.49, 2.81, -1.40], [0.00, 3.58, -3.08], [-0.20, 4.36, -0.10], [3.15, -2.54, -1.42], [2.06, -2.47, -0.04], [3.81, -2.32, 0.20], [5.00, -0.19, -0.60], [4.71, 2.25, -0.94], [2.44, 3.23, -1.14], [-2.80, 2.07, -2.13], [-2.98, 3.76, -1.64], [-2.84, 2.49, -0.42], [-0.12, 2.76, -3.79], [1.06, 3.84, -3.06], [-0.55, 4.44, -3.46], [-0.60, 4.08, 0.88], [-0.66, 5.31, -0.37], [0.87, 4.53, 0.01], [-2.89, -0.49, -1.91], [-2.48, -0.40, -0.74], [-3.16, -0.20, 0.46], [-4.57, 0.01, 0.50], [-5.20, 0.27, 1.68], [-4.49, 0.34, 2.90], [-3.12, 0.11, 2.89], [-2.45, -0.17, 1.71], [-0.73, -0.62, 1.61], [-0.58, -2.35, 2.12], [0.70, -2.88, 2.30], [0.86, -4.23, 2.57], [-0.25, -5.06, 2.64], [-1.52, -4.53, 2.45], [-1.69, -3.18, 2.18], [0.18, 0.34, 2.84], [0.62, 1.61, 2.49], [1.29, 2.41, 3.40], [1.53, 1.93, 4.69], [1.10, 0.66, 5.04], [0.43, -0.14, 4.13], [-5.13, -0.03, -0.43], [-6.27, 0.45, 1.69], [-5.00, 0.56, 3.82], [-2.57, 0.13, 3.82], [1.57, -2.23, 2.24], [1.85, -4.64, 2.72], [-0.13, -6.11, 2.84], [-2.39, -5.18, 2.50], [-2.68, -2.77, 2.02], [0.43, 1.98, 1.49], [1.63, 3.39, 3.12], [2.06, 2.54, 5.40], [1.29, 0.28, 6.04], [0.10, -1.13, 4.42], [1.84, 0.93, -6.63], [1.40, -0.21, -5.40], [2.34, -1.13, -4.96], [1.98, -2.03, -3.97], [0.72, -1.99, -3.40], [-0.23, -1.07, -3.87], [0.11, -0.18, -4.88], [0.39, -2.91, -2.26], [0.80, -4.05, -2.21], [-0.35, -2.36, -1.33], [3.33, -1.14, -5.40], [2.68, -2.79, -3.64], [-1.23, -1.09, -3.47], [-0.61, 0.52, -5.26]],
  "spin_multiplicity": 5,
  "homo_lumo_gap_ev": [6.09, 7.13],
  "s2": 6.047,
  "e_homo_ev": [-5.64, -8.68],
  "charge": 0
}